(1)
18
Properties=species:S:1:pos:R:3:forces:R:3 method="wB97M-V/def2-TZVPD" energy_ev=-14434.872 e_above_lowest_ev=2.873 lumo_ev=-0.064 gap_ev=8.99 e_homo_ha=-0.333 largest_force_ev_per_a=2.83
N -1.487742 -3.427803 -0.291898 -0.26 0.03 0.11
C -0.531787 -2.915889 -1.216913 0.51 0.91 -0.24
C -0.589314 -1.638262 -1.625822 -1.37 -0.25 -0.97
O -0.859092 -0.618285 -2.128288 0.76 -0.73 0.87
C 0.734422 -3.699209 -1.491649 0.44 -0.94 0.24
C 1.575283 -3.395591 -0.286691 0.22 1.94 0.18
N 2.482812 -2.481650 -0.273184 0.36 -2.59 1.07
C 3.466637 -2.300759 -1.225442 -0.24 1.96 -0.73
O 3.417338 -1.454126 -2.089849 0.22 -0.57 0.07
H -1.681690 -2.816993 0.493535 0.04 -0.16 -0.13
H -2.355523 -3.721634 -0.729429 0.14 0.12 0.08
H 0.501864 -4.776420 -1.494757 -0.12 0.40 -0.35
H 1.229730 -3.377678 -2.415942 -0.15 -0.17 0.19
H 1.185240 -3.735671 0.681512 -0.17 0.30 -0.22
H 4.408479 -2.833140 -0.981993 -0.37 -0.23 -0.18
O 2.757593 -1.577848 2.522590 -0.02 0.00 -0.11
H 2.792559 -1.786411 1.572667 -0.01 -0.02 0.10
H 2.664821 -0.621798 2.557444 0.01 0.01 0.04

=====

(2)
8
Properties=species:S:1:pos:R:3:forces:R:3 method="wB97M-V/def2-TZVPD" energy_ev=-14642.385 e_above_lowest_ev=1.128 lumo_ev="2.452 / 1.674" gap_ev="4.52 / 5.88" s_squared=2.0051 e_homo_ha="-0.076 / -0.155" spin_multiplicity=3 total_charge=-1 largest_force_ev_per_a=2.34
O -0.568849 0.470645 -0.304286 0.50 -0.29 0.43
Hg -1.514699 2.473099 -0.386745 0.20 1.15 0.34
O -1.769745 -1.249315 -1.157492 0.39 1.18 -0.09
O -2.284939 0.886266 -1.609047 -1.25 0.31 -1.09
C -1.548571 -0.021816 -1.050337 0.25 -2.26 0.56
C 1.592503 -0.872884 0.475216 1.08 0.16 1.09
O 2.251707 -0.568264 1.372148 -1.08 -0.33 -1.19
Li 3.842593 -1.117731 2.660542 -0.10 0.08 -0.06

=====

(3)
46
Properties=species:S:1:pos:R:3:forces:R:3 method="wB97M-V/def2-TZVPD" energy_ev=-186210.757 e_above_lowest_ev=0.000 lumo_ev=3.347 gap_ev=6.56 e_homo_ha=-0.118 total_charge=-2 largest_force_ev_per_a=3.09
O -10.983884 9.113421 -13.279343 1.15 -0.01 2.62
V -10.446965 8.852442 -11.798468 0.03 -1.67 -2.61
O -9.035487 9.601047 -11.682852 -0.65 0.14 -0.19
C -6.606167 8.377017 -9.667436 1.16 0.21 -0.34
C -6.177362 9.066480 -10.958363 -0.09 0.28 -0.06
C -4.770089 9.640345 -10.977722 0.26 -1.57 0.54
O -4.419246 9.948584 -12.310668 0.29 0.31 0.10
C -3.020637 10.150766 -12.422542 -0.06 -0.09 0.10
N -6.280152 8.047091 -12.079213 0.09 1.66 0.02
H -5.864797 7.147841 -11.857782 0.00 -0.02 0.00
H -7.274765 7.917479 -12.265660 -0.93 -0.59 -0.06
H -5.869168 8.491298 -12.901767 0.17 -0.37 -0.15
H -5.782954 7.731943 -9.336707 0.12 -0.03 0.03
H -7.453900 7.709608 -9.817812 -0.31 0.43 -0.01
H -6.783105 9.118301 -8.892224 -0.27 -0.26 -0.09
H -6.798247 9.915501 -11.248505 -0.67 -0.56 -0.01
H -4.127963 8.837072 -10.582089 0.41 0.02 -0.21
H -4.639297 10.461239 -10.269112 -0.30 0.33 -0.24
H -2.696677 10.925615 -11.723199 0.09 0.02 0.02
H -2.748650 10.453989 -13.431014 -0.34 0.03 -0.07
H -2.497444 9.216150 -12.198808 0.12 0.01 0.10
C -10.922701 9.573837 -7.055248 1.05 -0.21 -0.89
F -10.520744 9.702376 -5.784425 -0.28 -0.19 0.26
F -12.070614 8.908656 -7.111286 -0.04 0.00 0.25
F -11.120198 10.809919 -7.523919 -0.25 0.20 -0.10
S -9.557430 8.727104 -8.041281 0.34 -0.07 0.67
O -9.425300 7.434190 -7.383464 0.02 0.84 -0.37
O -10.082455 8.640545 -9.403675 -0.20 0.31 0.37
O -8.428082 9.653042 -7.844736 -1.39 -0.66 -0.14
C -13.864286 6.001003 -10.466388 0.70 0.91 -0.65
F -15.081484 5.452293 -10.577460 0.09 0.12 0.45
F -13.582704 6.332004 -9.204615 -0.57 -0.21 0.20
F -12.968458 5.096719 -10.845130 0.10 -0.41 -0.08
S -13.729815 7.500955 -11.565451 -1.19 1.39 -1.22
O -12.362941 7.995206 -11.311962 0.55 -0.21 0.76
O -13.959151 7.000696 -12.895935 0.43 -0.46 0.54
O -14.738655 8.448974 -11.124024 0.54 -0.75 0.56
C -10.047586 9.885712 -18.411447 0.02 0.19 2.26
F -9.956854 11.129182 -18.912315 -0.18 0.03 -0.25
F -10.892453 9.175618 -19.149494 0.02 -0.06 -0.56
F -8.811598 9.351460 -18.499926 -0.22 -0.16 -0.37
S -10.599970 9.854400 -16.558002 0.05 -1.14 2.36
O -9.443502 10.339588 -15.801650 -0.29 0.56 -1.35
O -11.811689 10.649410 -16.442877 0.64 0.34 -1.03
O -10.828972 8.443694 -16.271747 0.15 0.31 -1.32
Br -9.172226 6.381855 -12.104104 -0.37 1.04 0.14

=====

(4)
25
Properties=species:S:1:pos:R:3:forces:R:3 method="wB97M-V/def2-TZVPD" energy_ev=-143607.530 lumo_ev="0.205 / -2.592" gap_ev="8.54 / 5.64" s_squared=2.0135 e_homo_ha="-0.306 / -0.303" spin_multiplicity=3 largest_force_ev_per_a=1.40
Pd -0.590659 0.484973 0.614191 -0.38 -0.60 1.21
N -1.408782 -0.097812 2.840187 -0.25 0.06 -0.54
N -1.900082 -1.395797 2.649598 0.14 -0.06 -0.06
C -1.886214 -2.054694 1.408935 -0.36 -0.19 0.53
O -2.486279 -3.108558 1.333553 0.18 0.13 -0.10
O -1.199695 -1.506725 0.453432 0.42 0.67 -0.31
H -0.774016 -0.087821 3.625563 0.19 0.08 0.01
H -2.163755 0.554923 3.020066 -0.11 0.07 0.03
H -2.533467 -1.768870 3.334349 -0.13 -0.05 -0.02
Se -4.426265 2.776250 1.061735 -0.40 0.11 0.20
C -2.842173 2.361901 0.484595 0.53 -0.19 -0.27
N -1.762952 2.093562 0.078122 0.17 -0.06 0.04
C 3.284971 0.373474 -0.625066 -0.31 0.05 0.30
As 1.340005 0.298741 -0.855181 0.31 -0.03 -1.29
C 1.153136 -1.427405 -1.727917 -0.03 0.00 0.10
C 1.046931 1.493758 -2.368001 0.03 -0.07 0.12
H 3.764501 0.199719 -1.586183 -0.09 0.00 -0.06
H 3.581104 -0.407543 0.072862 0.02 0.02 0.01
H 3.587668 1.341064 -0.231357 -0.01 0.01 0.00
H 1.773432 -1.481975 -2.621153 0.03 0.07 0.00
H 0.104541 -1.564845 -1.983957 0.00 0.00 0.00
H 1.430979 -2.219322 -1.034824 -0.01 0.02 0.02
H 1.734942 1.276388 -3.183498 0.03 -0.04 0.02
H 1.151089 2.533182 -2.063744 0.01 -0.01 0.05
H 0.021051 1.333437 -2.696297 0.00 0.03 -0.02

=====

(5)
82
Properties=species:S:1:pos:R:3:forces:R:3 method="wB97M-V/def2-TZVPD" energy_ev=-82819.969 lumo_ev=-7.130 gap_ev=7.41 e_homo_ha=-0.534 total_charge=+2 largest_force_ev_per_a=4.23
C 0.691085 -1.067164 -2.500902 -0.09 0.26 -0.08
C 1.523842 -0.234950 -1.755727 -0.04 0.04 0.04
C 2.843877 -0.600681 -1.457137 -0.26 0.65 -0.13
C 3.335178 -1.815918 -1.914811 -0.08 -0.18 -0.26
C 2.519124 -2.630274 -2.712620 -0.26 0.08 0.16
C 1.198344 -2.240838 -3.005917 -0.07 0.10 -0.39
P 0.853006 1.361329 -1.238481 2.49 1.02 -3.27
C 2.343597 2.394041 -1.076041 0.01 0.20 0.57
C 2.869860 2.641505 0.194797 0.02 0.03 -0.49
C 4.069056 3.339394 0.315272 0.03 0.04 0.02
C 4.734491 3.802748 -0.825814 -0.35 -0.12 0.15
C 4.193558 3.567891 -2.097261 -0.05 -0.06 0.08
C 3.000687 2.853178 -2.230709 -0.02 0.00 0.28
Al -0.350371 0.773545 0.503723 -0.93 1.43 1.61
P -0.912750 -1.249697 1.252032 -1.06 -2.41 0.90
C 0.613348 -2.220183 1.203580 -0.24 -0.09 -0.11
C 0.689592 -3.430037 0.496421 -0.12 0.17 0.39
C 1.870286 -4.158130 0.566377 0.19 -0.08 0.02
C 2.962176 -3.656291 1.282901 -0.03 0.10 0.03
C 2.888756 -2.432130 1.956693 -0.22 0.00 -0.05
C 1.700116 -1.710539 1.929040 -0.13 -0.20 -0.35
C -1.621737 -1.286222 2.941603 0.65 0.26 0.40
C -2.719261 -0.466172 3.225929 0.04 -0.21 0.00
C -3.272112 -0.455222 4.507557 0.36 -0.17 -0.22
C -2.678973 -1.200585 5.536160 -0.08 -0.07 -0.60
C -1.592312 -2.029594 5.244295 0.03 -0.06 -0.06
C -1.052630 -2.077909 3.957132 -0.34 0.33 -0.38
C -2.176687 -1.966493 0.179215 0.08 0.26 0.26
C -2.691965 -1.170232 -0.854504 0.07 -1.24 0.15
C -3.573617 -1.764229 -1.759295 0.06 0.22 0.13
C -3.949004 -3.103198 -1.596861 0.06 0.29 0.10
C -3.498637 -3.853967 -0.501880 0.04 0.05 0.11
C -2.627491 -3.279221 0.424255 -0.09 0.44 -0.65
C -0.064508 2.085195 -2.644908 -0.25 -0.53 -0.12
C 0.203861 1.711437 -3.979182 -0.48 0.20 0.19
C -0.634916 2.178170 -4.999352 0.24 -0.04 0.14
C -1.728810 2.989680 -4.688545 -0.08 0.22 0.43
C -1.959654 3.395110 -3.363533 0.39 -0.05 -0.14
C -1.106359 2.967071 -2.344497 -0.13 -0.32 -0.35
H -3.142853 0.132341 2.421546 -0.17 -0.02 0.21
H -4.175814 0.114639 4.676431 0.11 0.11 0.15
H -3.092881 -1.159160 6.542331 0.12 -0.07 -0.25
H -1.173115 -2.668792 6.018883 -0.04 0.21 -0.13
H -0.218022 -2.724359 3.702861 -0.05 0.03 0.29
H -0.184452 -3.820852 -0.035165 0.47 0.19 0.13
H 1.926443 -5.136734 0.078587 0.08 0.43 0.15
H 3.886433 -4.226713 1.322131 -0.16 0.06 0.01
H 3.725702 -2.035401 2.526148 -0.05 -0.22 -0.17
H 1.591864 -0.765401 2.468819 0.16 -0.22 0.02
H -2.410815 -0.119734 -0.928693 -0.07 -0.01 -0.25
H -3.953136 -1.152531 -2.574912 -0.10 -0.30 0.09
H -4.637731 -3.547251 -2.312950 0.18 0.05 0.15
H -3.824469 -4.891035 -0.367643 0.05 0.48 -0.07
H -2.300574 -3.819576 1.312421 -0.01 0.05 -0.27
H 1.042645 1.062328 -4.217497 -0.19 0.02 0.04
H -0.434797 1.901491 -6.042794 -0.08 0.12 0.55
H -2.399535 3.336598 -5.478411 0.25 -0.16 0.26
H -2.784886 4.052489 -3.108251 0.08 -0.07 -0.18
H -1.239851 3.294998 -1.317171 -0.21 0.04 -0.11
H 2.327577 2.283180 1.064777 0.23 0.13 0.10
H 4.461761 3.523214 1.314154 0.04 0.03 -0.29
H 5.662403 4.365166 -0.713897 -0.27 -0.19 -0.09
H 4.704061 3.953413 -2.986540 -0.24 -0.22 0.37
H 2.579754 2.651393 -3.214023 0.16 0.15 0.18
H 3.494548 0.134335 -0.965627 -0.23 -0.55 -0.03
H 4.374678 -2.078424 -1.680145 -0.55 -0.06 -0.23
H 2.911731 -3.575565 -3.083428 -0.11 0.23 -0.02
H 0.472953 -2.751734 -3.656956 1.04 -0.09 0.23
H -0.327938 -0.776664 -2.795486 0.48 -0.03 0.31
H 0.924647 -4.832747 -2.671697 -0.59 0.07 -0.15
H 0.390758 -4.340177 -2.886181 0.38 -1.01 0.35
F 1.085601 1.937882 3.000045 -0.74 0.47 -0.08
C -0.091537 2.598987 2.770277 -0.36 0.27 -0.04
C -0.887861 2.175016 1.708982 -0.02 0.21 0.30
C -2.111418 2.801181 1.499909 0.22 0.15 0.11
F -2.898332 2.326495 0.476145 0.48 0.38 0.69
C -2.514179 3.876834 2.283996 -1.17 0.47 -0.41
F -3.689715 4.514186 2.077474 1.07 -0.69 0.10
C -1.686060 4.318309 3.312364 -0.23 0.69 0.73
F -2.065673 5.359359 4.085801 0.41 -1.23 -0.94
C -0.483458 3.669828 3.578152 1.01 -0.05 0.85
F 0.273496 4.078770 4.626228 -0.73 -0.44 -1.16

=====

(6)
17
Properties=species:S:1:pos:R:3:forces:R:3 method="wB97M-V/def2-TZVPD" energy_ev=-8430.502 e_above_lowest_ev=0.738 lumo_ev=1.051 gap_ev=10.77 e_homo_ha=-0.357 largest_force_ev_per_a=0.42 smiles="C[C@H]1C[C@H]1CC=O"
C -2.066169 -0.275295 0.085969 0.00 -0.04 0.04
C -1.082886 0.751214 -0.432757 -0.11 0.09 0.02
C -0.151038 1.368152 0.573543 0.03 0.16 0.18
C 0.395051 0.467395 -0.496583 0.09 -0.02 -0.04
C 0.937820 -0.912069 -0.222882 -0.03 0.11 0.10
C 2.408708 -0.894631 0.107184 0.13 0.15 0.02
O 3.072537 0.108762 0.196240 -0.17 -0.38 -0.03
H -2.943566 0.238929 0.491120 0.04 -0.09 -0.09
H -1.635504 -0.850893 0.911367 -0.08 0.04 -0.12
H -2.404962 -0.981552 -0.679396 0.07 0.11 0.04
H -1.490797 1.410412 -1.196809 0.13 -0.07 0.12
H 0.075827 2.425902 0.475889 0.03 -0.19 0.09
H -0.193532 1.007682 1.599022 -0.06 0.01 -0.16
H 0.997523 1.024844 -1.207662 -0.26 -0.21 -0.23
H 0.790966 -1.588690 -1.080966 0.08 0.15 0.12
H 0.420562 -1.405863 0.610786 0.12 0.06 -0.06
H 2.869457 -1.894294 0.265931 -0.01 0.11 0.01

=====

Please write out number 4 again, unchanged.
25
Properties=species:S:1:pos:R:3:forces:R:3 method="wB97M-V/def2-TZVPD" energy_ev=-143607.530 lumo_ev="0.205 / -2.592" gap_ev="8.54 / 5.64" s_squared=2.0135 e_homo_ha="-0.306 / -0.303" spin_multiplicity=3 largest_force_ev_per_a=1.40
Pd -0.590659 0.484973 0.614191 -0.38 -0.60 1.21
N -1.408782 -0.097812 2.840187 -0.25 0.06 -0.54
N -1.900082 -1.395797 2.649598 0.14 -0.06 -0.06
C -1.886214 -2.054694 1.408935 -0.36 -0.19 0.53
O -2.486279 -3.108558 1.333553 0.18 0.13 -0.10
O -1.199695 -1.506725 0.453432 0.42 0.67 -0.31
H -0.774016 -0.087821 3.625563 0.19 0.08 0.01
H -2.163755 0.554923 3.020066 -0.11 0.07 0.03
H -2.533467 -1.768870 3.334349 -0.13 -0.05 -0.02
Se -4.426265 2.776250 1.061735 -0.40 0.11 0.20
C -2.842173 2.361901 0.484595 0.53 -0.19 -0.27
N -1.762952 2.093562 0.078122 0.17 -0.06 0.04
C 3.284971 0.373474 -0.625066 -0.31 0.05 0.30
As 1.340005 0.298741 -0.855181 0.31 -0.03 -1.29
C 1.153136 -1.427405 -1.727917 -0.03 0.00 0.10
C 1.046931 1.493758 -2.368001 0.03 -0.07 0.12
H 3.764501 0.199719 -1.586183 -0.09 0.00 -0.06
H 3.581104 -0.407543 0.072862 0.02 0.02 0.01
H 3.587668 1.341064 -0.231357 -0.01 0.01 0.00
H 1.773432 -1.481975 -2.621153 0.03 0.07 0.00
H 0.104541 -1.564845 -1.983957 0.00 0.00 0.00
H 1.430979 -2.219322 -1.034824 -0.01 0.02 0.02
H 1.734942 1.276388 -3.183498 0.03 -0.04 0.02
H 1.151089 2.533182 -2.063744 0.01 -0.01 0.05
H 0.021051 1.333437 -2.696297 0.00 0.03 -0.02